# 1
C40H40I2N3NiO as an isolated structure, computed with the ωB97M-V functional and the def2-TZVPD basis.

E_HOMO (alpha / beta) ... -2.70 / -3.72 eV
2S+1 ... 3
LUMO (alpha / beta) ... 2.160 / 2.142 eV
Molar mass ... 891.3 g/mol
Total energy ... -3891.4669 Eh
Orbital gap (alpha / beta) ... 4.864 / 5.863 eV
⟨S²⟩ ... 2.032
Charge ... -1

Each line ends with the Mulliken charge.
Element x y z (Å)
Ni (-0.2404, 0.0696, -0.2101)  -0.647
C (0.5231, 4.8413, 0.8210)  -1.380
C (1.3445, 4.1100, 1.8902)  3.798
C (2.3516, 5.0636, 2.5311)  -1.979
C (0.3910, 3.4644, 2.8807)  0.307
C (-0.1536, 4.2495, 3.8940)  -0.709
C (-1.1397, 3.7609, 4.7303)  -1.379
C (-1.6258, 2.4822, 4.5136)  -1.128
C (-1.1277, 1.6646, 3.5028)  0.556
C (-1.8115, 0.3252, 3.2817)  0.586
C (-2.6325, 0.3528, 1.9897)  -0.698
C (-0.8839, -0.8839, 3.3587)  -1.292
C (-0.0699, 2.1469, 2.7199)  -1.041
N (0.5252, 1.3177, 1.7217)  1.567
C (1.6041, 0.7639, 2.0756)  -0.687
C (2.5922, 0.2029, -0.1056)  1.452
C (3.8934, -0.4945, -0.4575)  -2.036
C (3.6542, -1.3478, -1.4450)  -0.968
C (2.2025, -1.3011, -1.7172)  -0.923
N (1.5927, -0.5146, -0.9104)  1.193
C (1.5901, -2.0129, -2.8973)  2.765
C (2.0362, -3.4795, -2.8961)  -1.718
C (2.1474, -1.2957, -4.1406)  -1.835
C (0.0684, -1.9439, -2.9229)  -1.556
H (1.1806, 5.3175, 0.0904)  0.365
H (-0.0993, 5.6118, 1.2853)  0.433
H (-0.1326, 4.1488, 0.2888)  0.169
H (1.9068, 3.3297, 1.3831)  -1.712
H (1.8777, 5.9913, 2.8614)  0.391
H (3.1168, 5.3300, 1.7992)  0.399
H (2.8489, 4.6075, 3.3884)  0.413
H (0.2029, 5.2635, 4.0219)  0.246
H (-1.5397, 4.3740, 5.5285)  0.364
H (-2.4235, 2.0962, 5.1377)  0.383
H (-2.5273, 0.2282, 4.1051)  0.652
H (-1.9842, 0.4155, 1.1092)  -0.529
H (-3.3011, 1.2166, 1.9855)  0.472
H (-3.2240, -0.5599, 1.8875)  0.421
H (-0.1955, -0.9135, 2.5195)  -0.260
H (-1.4623, -1.8100, 3.3250)  0.495
H (-0.3107, -0.8680, 4.2893)  0.476
H (1.9887, 0.8065, 3.0977)  0.417
H (4.8363, -0.2825, 0.0134)  0.436
H (4.3766, -1.9555, -1.9672)  0.510
H (3.1190, -3.5831, -2.9873)  0.347
H (1.5788, -3.9972, -3.7420)  0.474
H (1.7156, -3.9777, -1.9792)  0.279
H (3.2393, -1.2851, -4.1511)  0.367
H (1.7970, -0.2620, -4.1713)  0.339
H (1.8006, -1.8073, -5.0410)  0.475
H (-0.3754, -2.6096, -2.1852)  0.208
H (-0.2844, -2.2337, -3.9164)  0.530
H (-0.2885, -0.9384, -2.6971)  0.028
I (5.0653, 2.1494, 1.4001)  -0.113
C (3.8085, 2.4300, -0.2981)  -0.797
C (4.0658, 3.6088, -0.9580)  -0.194
C (3.1627, 4.0561, -1.9134)  -0.140
I (3.7073, 5.7482, -3.0195)  -0.015
C (1.8798, 3.4726, -2.0525)  1.568
C (0.8662, 4.0000, -2.8607)  -1.006
C (-0.4027, 3.4403, -2.8419)  -0.962
C (-0.6316, 2.3694, -2.0096)  -0.787
N (0.3215, 1.8064, -1.2519)  1.095
C (1.5839, 2.2871, -1.2787)  -0.439
C (2.6409, 1.6565, -0.5315)  0.160
O (2.4089, 0.0077, 1.3218)  -0.370
H (4.9425, 4.1931, -0.7170)  0.359
H (1.0782, 4.8600, -3.4804)  0.191
H (-1.2027, 3.8395, -3.4505)  0.413
H (-1.6141, 1.9178, -1.9348)  0.350
C (0.0144, -5.2052, 1.9211)  -0.684
C (0.8890, -4.1077, 1.7584)  -1.328
C (0.4456, -2.9670, 1.1495)  0.224
C (-0.8831, -2.8347, 0.6601)  1.723
C (-1.3029, -1.6115, 0.0271)  -0.603
C (-2.6086, -1.6317, -0.4428)  0.243
C (-3.4830, -2.7319, -0.3002)  -0.734
C (-3.0724, -3.8734, 0.3285)  -0.999
C (-1.7478, -3.9523, 0.8196)  0.546
C (-1.2686, -5.1237, 1.4626)  -0.975
H (0.3630, -6.1072, 2.4108)  0.357
H (1.9090, -4.1721, 2.1189)  0.431
H (1.1073, -2.1189, 1.0316)  0.369
H (-3.0063, -0.7554, -0.9516)  0.269
H (-4.4948, -2.6659, -0.6888)  0.314
H (-3.7402, -4.7187, 0.4576)  0.321
H (-1.9471, -5.9628, 1.5813)  0.372

***

# 2
C40H41AsIOPPtSi as an isolated structure, computed with the ωB97M-V functional and the def2-TZVPD basis.

E_HOMO (alpha / beta) ... -7.31 / -7.21 eV
2S+1 ... 1
LUMO (alpha / beta) ... -1.245 / -1.036 eV
Molar mass ... 993.7 g/mol
Total energy ... -4907.7321 Eh
Orbital gap (alpha / beta) ... 6.066 / 6.174 eV
Charge ... 0

Each line ends with the Mulliken charge.
Element x y z (Å)
Pt (-0.8544, 0.8566, -1.6149)  2.514
C (-0.4528, 0.5972, 5.6060)  -0.575
C (0.5982, 0.4250, 4.7189)  -0.777
C (0.3609, 0.4210, 3.3515)  -0.066
C (-0.9297, 0.5876, 2.8667)  0.341
C (-1.9803, 0.7856, 3.7593)  -0.473
C (-1.7421, 0.7822, 5.1254)  -0.834
As (-1.2479, 0.4612, 0.9267)  0.323
C (-2.8903, 1.5321, 0.9136)  0.294
C (-2.7045, 2.9135, 0.9622)  -0.624
C (-3.7901, 3.7732, 0.9690)  -0.804
C (-5.0802, 3.2602, 0.9153)  -0.576
C (-5.2748, 1.8877, 0.8745)  -0.723
C (-4.1836, 1.0270, 0.8779)  -0.171
C (-1.9134, -1.3701, 0.8396)  1.322
C (-1.5129, -2.1423, -0.2513)  -1.180
C (-1.9236, -3.4616, -0.3750)  -0.914
C (-2.7221, -4.0306, 0.6066)  -0.762
C (-3.0989, -3.2804, 1.7113)  -0.739
C (-2.6949, -1.9585, 1.8288)  -0.304
H (-0.2700, 0.5937, 6.6732)  0.381
H (1.6065, 0.2876, 5.0876)  0.474
H (1.1803, 0.2824, 2.6582)  0.193
H (-2.9858, 0.9538, 3.3933)  0.337
H (-2.5641, 0.9242, 5.8157)  0.410
H (-1.6915, 3.3037, 0.9878)  0.416
H (-3.6361, 4.8440, 1.0135)  0.397
H (-5.9329, 3.9267, 0.8962)  0.360
H (-6.2799, 1.4844, 0.8530)  0.410
H (-4.3399, -0.0458, 0.8666)  0.488
H (-0.8269, -1.7177, -0.9802)  0.586
H (-1.6108, -4.0509, -1.2282)  0.482
H (-3.0343, -5.0638, 0.5219)  0.407
H (-3.6963, -3.7319, 2.4932)  0.430
H (-2.9807, -1.3887, 2.7043)  0.430
O (1.0633, -0.2785, -1.5673)  -0.935
Si (2.4964, -0.4422, -0.9304)  -0.966
C (2.5218, -1.3831, 0.7205)  0.444
C (3.4216, -1.0703, 1.7430)  0.057
C (3.4504, -1.7969, 2.9267)  -0.673
C (2.5696, -2.8533, 3.1126)  -0.610
C (1.6675, -3.1811, 2.1096)  -0.586
C (1.6495, -2.4528, 0.9287)  -0.254
C (3.4128, 1.1845, -0.5708)  0.468
C (4.6511, 1.4868, -1.1364)  -0.503
C (5.3210, 2.6600, -0.8117)  -0.772
C (4.7577, 3.5589, 0.0820)  -0.569
C (3.5183, 3.2844, 0.6451)  -0.837
C (2.8597, 2.1069, 0.3210)  -0.118
C (3.5916, -1.4370, -2.1199)  0.148
C (4.6774, -2.1799, -1.6573)  0.032
C (5.4970, -2.8684, -2.5426)  -0.756
C (5.2373, -2.8249, -3.9051)  -0.448
C (4.1514, -2.1010, -4.3778)  -0.574
C (3.3359, -1.4125, -3.4889)  -0.413
H (4.1121, -0.2437, 1.6117)  0.396
H (4.1569, -1.5381, 3.7069)  0.441
H (2.5856, -3.4200, 4.0357)  0.392
H (0.9846, -4.0120, 2.2442)  0.439
H (0.9475, -2.7220, 0.1479)  0.354
H (5.1007, 0.7932, -1.8381)  0.417
H (6.2869, 2.8714, -1.2546)  0.402
H (5.2834, 4.4688, 0.3435)  0.373
H (3.0727, 3.9856, 1.3411)  0.425
H (1.8951, 1.8899, 0.7761)  0.862
H (4.8840, -2.2233, -0.5928)  0.331
H (6.3397, -3.4381, -2.1686)  0.395
H (5.8793, -3.3574, -4.5961)  0.353
H (3.9420, -2.0712, -5.4408)  0.383
H (2.4855, -0.8486, -3.8572)  0.297
I (0.4199, 2.5409, -3.8281)  -0.065
C (-0.0569, 2.7840, -1.7471)  -1.270
H (-0.7616, 3.6050, -1.6762)  0.621
H (0.8749, 2.9606, -1.2198)  0.537
C (-4.2388, -0.6472, -2.2178)  -1.156
P (-2.9215, 0.5208, -2.7226)  0.886
C (-2.6798, 0.0266, -4.4680)  -1.267
C (-3.8616, 2.0787, -2.8928)  -1.173
H (-4.9936, -0.7171, -3.0014)  0.513
H (-4.6991, -0.2937, -1.2969)  0.222
H (-3.8087, -1.6306, -2.0360)  0.258
H (-3.6326, 0.0285, -5.0001)  0.469
H (-2.2462, -0.9733, -4.5039)  0.366
H (-1.9889, 0.7193, -4.9457)  0.258
H (-4.7453, 1.9435, -3.5187)  0.455
H (-3.2103, 2.8334, -3.3345)  0.313
H (-4.1581, 2.4180, -1.8987)  0.169

***

# 3
C40H41N6O3Ti as an isolated structure, computed with the ωB97M-V functional and the def2-TZVPD basis.

E_HOMO (alpha / beta) ... 0.54 / -1.20 eV
2S+1 ... 2
LUMO (alpha / beta) ... 4.271 / 4.270 eV
Molar mass ... 701.7 g/mol
Total energy ... -2952.5395 Eh
Orbital gap (alpha / beta) ... 3.731 / 5.472 eV
⟨S²⟩ ... 0.772
Charge ... -2

Each line ends with the Mulliken charge.
Element x y z (Å)
Ti (-0.5476, 0.3940, 0.4959)  -1.291
C (-0.0626, -0.5909, 4.5804)  -1.802
C (0.0375, 0.2393, 3.3378)  -0.080
O (-0.5012, -0.3324, 2.2598)  -0.091
C (0.6136, 1.4473, 3.2926)  -0.424
C (0.6248, 2.1866, 1.9889)  0.881
C (1.0049, 4.3484, 0.7663)  -1.255
N (1.1522, 1.2997, 0.9350)  1.500
N (2.2416, 0.5201, 1.2398)  -0.638
C (2.1035, -0.5920, 0.5925)  0.267
O (1.0494, -0.8186, -0.1537)  -0.652
C (3.1114, -1.6538, 0.7854)  -0.047
C (2.8503, -2.9367, 0.3056)  -0.329
C (3.7591, -3.9670, 0.5163)  -0.646
C (4.9414, -3.7297, 1.2034)  -0.387
C (5.2056, -2.4489, 1.6838)  -0.615
C (4.3000, -1.4214, 1.4797)  -0.465
H (-1.1112, -0.6867, 4.8845)  0.290
H (0.5083, -0.1428, 5.3975)  0.374
H (0.3129, -1.5997, 4.3804)  0.297
H (1.0465, 1.8896, 4.1817)  0.112
H (-0.0574, 4.5503, 0.6151)  0.227
H (1.3599, 3.7381, -0.0679)  0.118
H (1.5438, 5.3048, 0.7735)  0.414
H (1.9096, -3.1064, -0.2070)  0.509
H (3.5373, -4.9646, 0.1478)  0.378
H (5.6500, -4.5348, 1.3717)  0.359
H (6.1260, -2.2559, 2.2273)  0.374
H (4.4793, -0.4214, 1.8576)  0.477
C (2.7191, 3.5110, 2.3670)  -2.024
C (1.2210, 3.6123, 2.0893)  2.847
C (0.5421, 4.3488, 3.2131)  -1.489
C (-0.7340, 4.2517, 3.6348)  -0.628
C (-1.8282, 3.4248, 3.1813)  -0.134
C (-1.7915, 2.5214, 2.1610)  0.397
N (-0.7156, 2.1862, 1.4265)  0.296
C (-2.9959, 1.8103, 1.6409)  -0.313
C (-4.2883, 1.9013, 2.1129)  -0.742
C (-5.2926, 1.1913, 1.4184)  -0.918
C (-4.9893, 0.5632, 0.2383)  -0.932
C (-3.6585, 0.5821, -0.2353)  0.121
N (-2.6697, 1.0751, 0.5659)  1.178
C (-3.2484, 0.2574, -1.5616)  0.716
C (-4.1269, -0.2064, -2.5639)  -0.639
C (-3.6866, -0.3128, -3.8577)  -0.757
C (-2.3498, -0.0177, -4.1477)  -0.935
C (-1.5147, 0.3852, -3.1032)  0.854
C (-0.0778, 0.6782, -3.3875)  -0.867
N (-1.9280, 0.5217, -1.8518)  0.111
H (3.1535, 4.5147, 2.4633)  0.565
H (3.2157, 2.9853, 1.5468)  0.313
H (2.9166, 2.9547, 3.2885)  0.300
H (1.1797, 5.0483, 3.7563)  0.221
H (-0.9922, 4.9044, 4.4698)  0.270
H (-2.7770, 3.5645, 3.6882)  0.154
H (-4.5192, 2.4944, 2.9883)  0.389
H (-6.3133, 1.1805, 1.7950)  0.380
H (-5.7626, 0.0607, -0.3346)  0.277
H (-5.1536, -0.4542, -2.3138)  0.221
H (-4.3602, -0.6613, -4.6409)  0.347
H (-1.9512, -0.1033, -5.1549)  0.356
H (0.0266, 1.2514, -4.3167)  0.490
H (0.4749, -0.2636, -3.4984)  0.236
H (0.3757, 1.2430, -2.5709)  -0.362
C (-2.2998, -3.9195, -2.4343)  -1.489
C (-2.6592, -3.8202, -0.9495)  2.189
C (-4.1756, -3.7147, -0.7976)  -1.486
C (-2.1719, -5.0799, -0.2345)  -1.861
C (-2.0122, -2.6184, -0.3868)  -0.222
C (-1.5314, -1.5502, -0.0457)  0.011
H (-2.7705, -4.8041, -2.8937)  0.431
H (-1.2124, -3.9935, -2.5516)  0.277
H (-2.6341, -3.0229, -2.9664)  0.172
H (-4.6744, -4.5976, -1.2280)  0.402
H (-4.5413, -2.8178, -1.3098)  0.125
H (-4.4470, -3.6312, 0.2607)  0.346
H (-2.6501, -5.9769, -0.6554)  0.412
H (-2.4047, -5.0234, 0.8339)  0.352
H (-1.0863, -5.1780, -0.3377)  0.273
O (2.4208, 2.6388, -2.1623)  -0.674
N (3.0994, 1.7202, -2.7197)  0.711
C (4.0123, 2.0275, -3.6832)  -0.294
C (4.7675, 1.0534, -4.2950)  -0.557
C (4.6124, -0.2791, -3.9352)  -0.434
C (3.6786, -0.5767, -2.9575)  -1.157
C (2.9361, 0.4227, -2.3559)  -0.595
H (4.0688, 3.0844, -3.9026)  0.416
H (5.4810, 1.3533, -5.0544)  0.350
H (5.2034, -1.0575, -4.4028)  0.408
H (3.5054, -1.5929, -2.6201)  0.441
H (2.1966, 0.2350, -1.5933)  1.301